Entry 1:
C5H10N2O2S | ωB97M-V with the def2-TZVPD basis set

Each line ends with the Mulliken charge.
Element x y z (Å)
C -1.737 -1.020 0.404  -1.3119
C -1.418 0.332 -0.210  -0.4380
C 0.152 0.588 -0.247  -0.0992
C 0.500 2.081 -0.251  -0.1578
O 1.195 2.577 0.568  -0.4583
N 0.734 -0.076 0.864  -0.1797
C 2.127 -0.049 0.772  0.3579
O 2.635 -0.238 2.014  -0.5097
N 2.643 -0.189 -0.362  -0.4234
S 4.243 -0.307 -0.941  -0.1891
H -1.794 -1.086 1.470  0.3423
H -0.989 -1.672 0.017  0.3272
H -2.654 -1.406 0.080  0.4427
H -2.004 0.938 0.440  0.3216
H -1.806 0.347 -1.280  0.3326
H 0.535 0.069 -1.030  0.4388
H 0.190 2.728 -1.060  0.4473
H 0.557 0.166 1.813  0.2494
H 3.619 -0.409 2.057  0.3663
H 4.070 0.822 -1.753  0.1411

Calculated values
Highest occupied orbital energy   -8.4 eV
Total energy   -23255.5944 eV
Structure (SMILES)   CC[C@@H](C=O)N/C(O)=N/S
F_max   5.08 eV/Å
Energy above the lowest of the compared OMol25 structures with the same formula, charge and spin   24.81 kcal/mol

***

Entry 2:
C3H9N3O2 | ωB97M-V with the def2-TZVPD basis set

Each line ends with the Mulliken charge.
Element x y z (Å)
C 0.558 -1.985 -0.227  -1.1440
C -0.687 0.784 -0.523  0.4636
C 0.827 -0.538 -0.527  0.5265
N -0.241 1.821 -1.255  -0.4864
N 1.796 -0.091 -1.213  -0.6981
O -1.767 0.289 -0.393  -0.5406
H -0.809 2.046 -2.061  0.2472
H 0.757 1.811 -1.445  0.3140
H 2.440 -0.810 -1.560  0.2601
H -0.450 -2.245 -0.556  0.2663
H 0.563 -2.116 0.859  0.3358
H 1.328 -2.644 -0.640  0.4074
N -1.098 0.893 2.439  -0.4133
O -0.118 0.999 1.423  -0.4408
H 0.269 0.115 0.890  0.4142
H -1.603 0.015 2.282  0.2350
H -1.766 1.656 2.505  0.2530

Calculated values
Highest occupied orbital energy   -8.4 eV
Total energy   -11817.5499 eV
F_max   3.35 eV/Å
Energy above the lowest of the compared OMol25 structures with the same formula, charge and spin   150.11 kcal/mol

***

Entry 3:
C25H19F5N3O10TeW | ωB97M-V with the def2-TZVPD basis set

Each line ends with the Mulliken charge.
Element x y z (Å)
W -0.542 1.295 0.740  1.9957
O -2.316 3.892 2.554  -0.7934
C -1.188 3.613 2.146  -0.0109
O -0.681 2.419 2.399  -0.6498
C -0.366 4.521 1.322  1.3519
C -0.571 5.889 1.381  -0.5864
C 0.159 6.705 0.551  -0.4821
C 1.055 6.202 -0.369  -0.3748
C 1.228 4.836 -0.457  -0.3124
C 0.548 3.969 0.397  0.5193
O 0.732 2.634 0.329  -0.4505
N 2.165 4.334 -1.486  0.9790
O 2.941 5.139 -1.945  -0.5804
O 2.078 3.169 -1.813  -0.5476
N -0.043 8.170 0.628  1.0661
O 0.626 8.853 -0.111  -0.5900
O -0.863 8.563 1.427  -0.5982
H -1.295 6.314 2.064  0.6463
H 1.606 6.863 -1.022  0.6547
C 0.069 -1.286 1.318  -0.5552
C 0.845 -0.925 0.051  0.9479
C 2.136 -0.218 0.403  -0.7937
C 3.248 -0.380 -0.292  -1.5867
C 3.221 -1.464 -1.358  1.8192
C 2.440 -1.021 -2.587  -1.4048
C 1.185 -1.381 -2.406  -0.6746
C 4.559 -1.999 -1.636  -0.4285
N 5.609 -2.392 -1.873  -0.4600
H 0.700 -1.925 1.935  0.4593
H -0.887 -1.764 1.111  0.3423
H 2.135 0.420 1.281  0.7643
H 4.163 0.154 -0.076  0.5339
H 2.880 -0.483 -3.412  0.5982
H 0.374 -1.190 -3.082  0.5382
C -2.788 -6.347 0.010  -1.5988
C -1.803 -5.246 -0.262  0.3367
C -2.137 -4.147 -1.032  -0.9075
C -1.230 -3.133 -1.325  1.3517
C -1.785 -2.033 -2.209  -1.9263
C 0.087 -3.213 -0.825  -0.6102
C 0.442 -4.322 -0.019  0.9104
C 1.793 -4.565 0.627  -1.3050
C -0.511 -5.301 0.235  -0.9215
C 1.062 -2.057 -1.031  2.2111
O 2.399 -2.501 -0.835  -0.3849
O -0.021 0.165 -0.563  -0.1612
H -3.810 -6.025 -0.188  0.3793
H -2.726 -6.684 1.045  0.3949
H -2.580 -7.208 -0.627  0.3075
H -3.142 -4.070 -1.432  0.3806
H -2.872 -2.048 -2.156  0.4691
H -1.519 -2.201 -3.254  0.3771
H -1.466 -1.032 -1.933  0.1500
H 2.095 -3.757 1.295  0.2242
H 2.583 -4.678 -0.109  0.2383
H 1.745 -5.479 1.216  0.4732
H -0.224 -6.149 0.847  0.3602
F -4.714 0.377 3.042  -0.4080
Te -3.590 1.832 2.998  1.8275
F -4.369 2.428 1.465  -0.3425
F -4.664 2.893 4.022  -0.3601
F -2.311 0.475 0.902  -0.7164
F -1.716 2.524 -0.026  -0.5730
O -0.180 -0.024 2.005  -0.5126

Calculated values
Highest occupied orbital energy   -11.6 eV
Total energy   -73873.7129 eV
F_max   2.04 eV/Å
Net charge   +1
Energy above the lowest of the compared OMol25 structures with the same formula, charge and spin   27.00 kcal/mol

***

Entry 4:
C3HF3O | ωB97M-V with the def2-TZVPD basis set

Each line ends with the Mulliken charge.
Element x y z (Å)
C 0.992 -0.754 0.556  0.6445
C 0.601 0.533 0.707  -0.4210
C -1.326 0.292 -0.675  0.1230
O 1.097 -1.902 0.491  -0.2874
F 1.098 1.529 -0.011  -0.2113
F -0.573 0.437 -1.780  -0.1284
F -1.675 -0.944 -0.710  -0.0945
H -0.215 0.808 1.423  0.3752

Calculated values
Highest occupied orbital energy   -9.2 eV
Total energy   -13322.5066 eV
F_max   1.95 eV/Å
Energy above the lowest of the compared OMol25 structures with the same formula, charge and spin   90.46 kcal/mol

***

Entry 5:
C35H33AsCrN3O9S4Si | ωB97M-V with the def2-TZVPD basis set

Each line ends with the Mulliken charge.
Element x y z (Å)
Cr 1.173 -0.496 -1.292  0.8034
O -0.390 3.788 -1.786  -0.6927
As 1.131 2.741 -1.471  0.6536
O 0.328 1.155 -1.732  -0.0761
O 2.462 0.563 -0.166  -1.1075
C 1.962 3.096 -3.226  -0.2404
C 2.108 4.449 -3.497  -0.4357
C 2.746 4.941 -4.617  -0.7480
C 3.201 4.024 -5.549  -0.4348
C 3.075 2.665 -5.329  -0.8858
C 2.482 2.185 -4.179  0.0374
S 2.269 0.378 -4.248  1.8429
O 0.933 0.218 -4.814  -0.7711
O 3.321 -0.107 -5.102  -0.8190
O 2.382 -0.228 -2.886  -0.3604
H -0.743 3.679 -2.675  0.2842
H 1.716 5.166 -2.787  0.3723
H 2.910 5.975 -4.771  0.4236
H 3.728 4.323 -6.456  0.3122
H 3.465 1.939 -6.030  0.4719
C -5.175 -2.904 1.950  -1.3185
Si -3.508 -3.472 1.133  0.3910
C -3.921 -4.201 -0.587  -0.7215
C -2.951 -4.818 2.342  -1.1284
C -2.376 -1.994 1.024  0.6392
C -2.810 -0.772 1.465  -0.0567
C -1.994 0.357 1.324  -1.4971
C -0.788 0.197 0.676  -0.8452
N -0.320 -0.960 0.191  0.9986
C -1.062 -2.108 0.429  -0.4850
S -0.568 -3.683 -0.029  -0.5119
H -5.823 -3.783 1.954  0.3190
H -5.698 -2.110 1.435  0.3371
H -5.061 -2.595 3.001  0.3366
H -4.973 -4.046 -0.874  0.3274
H -3.691 -5.288 -0.582  0.3194
H -3.302 -3.755 -1.372  -0.0059
H -3.419 -5.779 2.162  0.3607
H -3.182 -4.479 3.374  0.2486
H -1.882 -4.986 2.273  0.2955
H -3.826 -0.639 1.816  0.3276
H -2.320 1.357 1.581  0.5098
H -0.179 1.058 0.506  0.5893
C 0.800 6.272 5.768  -0.9369
C 0.899 5.756 7.172  0.6614
O 0.543 6.342 8.164  -0.5915
S 1.519 4.123 7.426  -0.1762
C 1.741 3.380 5.831  -0.2103
C 2.940 3.454 5.129  -0.4215
C 3.028 2.931 3.847  -0.5088
C 1.954 2.219 3.281  0.7157
C 0.754 2.169 4.015  -0.2644
C 0.668 2.703 5.283  -0.4845
C 2.095 1.624 2.011  -0.8563
C 2.302 1.031 0.978  0.7223
H 0.768 7.356 5.822  0.3311
H -0.142 5.914 5.328  0.2521
H 1.627 5.900 5.153  0.3084
H 3.831 3.899 5.567  0.3686
H 3.933 2.972 3.300  0.5276
H -0.100 1.594 3.656  0.4378
H -0.229 2.602 5.879  0.4102
O 2.391 -3.605 -2.603  -0.7720
C 2.576 -3.376 -1.403  0.0054
C 3.082 -4.487 -0.468  -0.6165
C 3.168 -3.819 0.867  -0.6023
C 2.771 -2.355 0.579  0.0801
O 2.816 -1.507 1.450  -0.6182
N 2.402 -2.209 -0.756  0.9549
H 4.012 -4.900 -0.870  0.3253
H 2.365 -5.308 -0.523  0.2271
H 4.119 -3.857 1.375  0.3665
H 2.458 -4.237 1.594  0.2021
S -0.671 -2.994 -4.693  -0.5038
C 0.369 -2.216 -3.592  -0.6163
N -0.183 -1.487 -2.670  1.4177
C -1.558 -1.451 -2.847  -1.2222
C -2.517 -0.712 -2.147  -0.4421
C -3.853 -0.860 -2.439  -0.6271
C -4.302 -1.705 -3.453  -0.6088
C -3.388 -2.395 -4.232  -0.4327
C -2.037 -2.277 -3.905  1.0324
H 1.419 -2.424 -3.529  0.4602
H -2.192 -0.054 -1.346  0.5509
H -4.551 -0.278 -1.841  0.3937
H -5.367 -1.722 -3.709  0.3283
H -3.694 -3.063 -5.027  0.3726

Calculated values
Highest occupied orbital energy (spin up / spin down)   -2.6 / -2.6 eV
Total energy   -200214.0031 eV
F_max   2.11 eV/Å
⟨S²⟩   3.77
Net charge   -2
2S+1   4
Energy above the lowest of the compared OMol25 structures with the same formula, charge and spin   0.00 kcal/mol

***

Entry 6:
C3H9N2O | ωB97M-V with the def2-TZVPD basis set

Each line ends with the Mulliken charge.
Element x y z (Å)
N 0.906 0.862 1.292  -0.7301
C -0.265 0.022 1.421  -0.5110
C -0.357 -1.118 0.370  -0.6142
N -0.595 -0.726 -1.020  -0.5248
C 0.198 0.511 -1.752  -0.5905
O 0.017 1.686 -1.266  -0.8548
H 1.758 0.312 1.243  0.1983
H 0.782 1.442 0.454  0.4238
H -1.096 0.689 1.195  0.3434
H -0.284 -0.409 2.424  0.3246
H -1.198 -1.761 0.633  0.3050
H 0.608 -1.604 0.432  0.3163
H -1.499 -0.270 -1.000  0.2566
H 1.236 0.119 -1.695  0.2562
H -0.210 0.245 -2.732  0.4012

Calculated values
Highest occupied orbital energy   -2.9 eV
Total energy   -8284.0267 eV
Structure (SMILES)   NCCNC[O-]
F_max   2.64 eV/Å
Net charge   -1
Energy above the lowest of the compared OMol25 structures with the same formula, charge and spin   21.07 kcal/mol